1.
Below is a 2-piece molecular cluster, C5H11N overall in a non-equilibrium geometry, with properties calculated with ωB97M-V with the def2-TZVPD basis set.

CARTESIAN COORDINATES (ANGSTROEM)
C1 -2.426 -0.312 3.491
C2 -1.520 -1.173 2.664
C3 -2.062 -2.159 1.962
H1 -2.191 0.753 3.458
H2 -2.485 -0.548 4.553
H3 -3.454 -0.477 3.167
H4 -0.470 -0.932 2.541
H5 -1.525 -2.899 1.391
H6 -3.139 -2.164 1.815
C4 3.318 1.645 -2.981
C5 1.271 0.589 -3.244
N1 2.275 0.758 -2.505
H7 3.096 2.631 -2.594
H8 4.258 1.332 -2.523
H9 3.448 1.679 -4.074
H10 0.295 0.398 -2.812
H11 1.311 0.879 -4.309

Properties
- SMILES = C=CC.C=NC
- LUMO (eV) = 1.11
- 2S+1 = 1
- max |F| (Eh/bohr) = 0.02679
- E (hartree) = -251.77733
- relative energy (zero: lowest compared OMol25 entry of this formula, charge and spin) (kJ/mol) = 223.7


2.
Below is a 6-piece molecular cluster, C21H27Cl6N3 overall in a non-equilibrium geometry, with properties calculated with ωB97M-V with the def2-TZVPD basis set.

CARTESIAN COORDINATES (ANGSTROEM)
N1 0.819 -2.345 -1.082
C1 1.473 -3.126 -0.227
C2 1.700 -4.461 -0.534
C3 1.215 -5.045 -1.684
C4 0.494 -4.177 -2.531
C5 0.371 -2.841 -2.236
H1 1.892 -2.623 0.614
H2 2.280 -5.083 0.127
H3 1.463 -6.085 -1.907
H4 0.089 -4.485 -3.503
H5 -0.091 -2.153 -2.957
N2 -2.509 -0.194 2.504
C6 -1.793 -1.155 3.000
C7 -1.494 -2.360 2.387
C8 -1.923 -2.528 1.098
C9 -2.634 -1.470 0.535
C10 -2.928 -0.317 1.250
H6 -1.441 -0.913 4.001
H7 -0.955 -3.097 2.966
H8 -1.672 -3.400 0.499
H9 -2.940 -1.494 -0.509
H10 -3.494 0.512 0.834
N3 0.695 2.071 -3.881
C11 0.515 1.264 -2.818
C12 -0.736 0.596 -2.605
C13 -1.774 0.755 -3.526
C14 -1.503 1.491 -4.670
C15 -0.270 2.155 -4.768
H11 1.376 1.155 -2.128
H12 -0.870 -0.095 -1.800
H13 -2.739 0.284 -3.393
H14 -2.242 1.630 -5.459
H15 -0.034 2.758 -5.651
Cl1 -2.324 3.520 -0.101
C16 -1.284 4.216 -1.409
C17 -2.086 5.195 -2.263
Cl2 -2.692 6.620 -1.372
H16 -0.864 3.437 -2.038
H17 -0.440 4.723 -0.959
H18 -2.841 4.682 -2.829
H19 -1.373 5.595 -2.980
Cl3 1.759 -1.284 4.854
C18 2.772 0.285 5.081
C19 4.202 -0.021 5.545
Cl4 5.282 -0.824 4.282
H20 2.344 0.875 5.893
H21 2.705 0.945 4.234
H22 4.113 -0.652 6.416
H23 4.642 0.939 5.791
Cl5 1.217 2.798 0.734
C20 0.427 1.448 1.558
C21 0.788 0.098 1.000
Cl6 2.505 -0.283 1.208
H24 -0.648 1.630 1.374
H25 0.634 1.577 2.621
H26 0.572 -0.008 -0.044
H27 0.248 -0.738 1.459

Properties
- SMILES = c1ccncc1.c1ccncc1.c1ccncc1.ClCCCl.ClCCCl.ClCCCl
- LUMO (eV) = 0.55
- 2S+1 = 1
- max |F| (Eh/bohr) = 0.03738
- E (hartree) = -3741.79947
- relative energy (zero: lowest compared OMol25 entry of this formula, charge and spin) (kJ/mol) = 38.9


3.
Below is a 4-piece molecular cluster, C3H17N2O3 overall in a non-equilibrium geometry, with properties calculated with ωB97M-V with the def2-TZVPD basis set.

CARTESIAN COORDINATES (ANGSTROEM)
N1 -0.283 1.797 -0.897
C1 -0.732 0.947 0.254
C2 -0.595 -0.569 -0.110
N2 0.189 -0.723 -1.321
C3 1.647 -0.792 -1.124
H1 -0.618 2.753 -0.765
H2 0.725 1.876 -1.012
H3 -0.671 1.406 -1.751
H4 -0.137 1.206 1.122
H5 -1.784 1.139 0.435
H6 -0.209 -1.022 0.798
H7 -1.601 -0.913 -0.324
H8 -0.091 -1.618 -1.717
H9 2.090 0.198 -1.047
H10 2.071 -1.366 -1.942
H11 1.892 -1.351 -0.230
H12 -1.459 1.626 3.550
H13 -0.065 1.228 3.951
O1 -0.587 1.463 3.174
H14 -1.345 -2.941 -2.983
H15 -1.948 -1.546 -2.818
O2 -1.825 -2.383 -2.369
H16 2.928 0.358 2.220
H17 1.412 0.401 2.499
O3 2.071 0.089 1.874

Properties
- total charge = +1
- LUMO (eV) = -3.11
- 2S+1 = 1
- max |F| (Eh/bohr) = 0.02956
- E (hartree) = -459.47365
- relative energy (zero: lowest compared OMol25 entry of this formula, charge and spin) (kJ/mol) = 187.8


4.
Below is a 14-piece molecular cluster, C23H74N8O14 overall in a non-equilibrium geometry, with properties calculated with ωB97M-V with the def2-TZVPD basis set.

CARTESIAN COORDINATES (ANGSTROEM)
C1 2.516 1.038 -3.954
C2 2.668 2.106 -5.000
O1 4.047 2.315 -5.406
H1 3.059 0.140 -4.214
H2 1.439 0.799 -3.780
H3 2.985 1.356 -3.000
H4 2.305 3.030 -4.574
H5 2.008 1.768 -5.810
H6 3.909 2.584 -6.316
C3 3.431 3.648 -1.235
C4 2.006 3.353 -1.376
O2 1.326 4.327 -0.543
H7 3.706 3.365 -0.223
H8 3.629 4.663 -1.499
H9 4.119 2.982 -1.867
H10 1.809 2.321 -1.107
H11 1.692 3.468 -2.432
H12 1.444 5.175 -1.005
C5 2.433 -2.967 -3.777
C6 1.920 -2.337 -2.556
O3 0.918 -1.493 -3.023
H13 3.351 -3.503 -3.611
H14 2.639 -2.304 -4.665
H15 1.690 -3.674 -4.149
H16 2.687 -1.786 -2.005
H17 1.551 -3.054 -1.849
H18 0.739 -0.824 -2.358
C7 1.916 -0.942 3.575
C8 1.600 -1.935 4.651
O4 0.487 -2.657 4.122
H19 1.174 -0.227 3.293
H20 2.271 -1.356 2.706
H21 2.745 -0.389 4.083
H22 1.284 -1.405 5.564
H23 2.442 -2.602 4.892
H24 0.684 -3.144 3.336
C9 -4.449 -0.100 0.780
C10 -4.131 0.857 1.884
O5 -3.621 0.302 3.111
H25 -5.156 -0.877 0.858
H26 -3.558 -0.721 0.629
H27 -4.497 0.384 -0.151
H28 -5.002 1.526 2.059
H29 -3.368 1.532 1.470
H30 -3.264 1.072 3.564
C11 0.350 -3.013 0.657
C12 1.695 -3.759 0.788
O6 1.777 -4.307 2.109
H31 -0.420 -3.803 0.679
H32 0.328 -2.261 -0.089
H33 0.093 -2.483 1.548
H34 2.391 -3.016 0.631
H35 1.847 -4.514 0.005
H36 2.550 -3.869 2.521
C13 -2.697 -4.632 -2.096
C14 -1.747 -3.414 -2.212
O7 -0.990 -3.499 -3.342
H37 -3.324 -4.717 -2.976
H38 -3.298 -4.656 -1.185
H39 -2.107 -5.577 -1.972
H40 -1.055 -3.454 -1.369
H41 -2.230 -2.459 -2.144
H42 -0.542 -2.588 -3.454
C15 -1.076 0.517 5.041
C16 -1.587 1.950 4.807
O8 -1.366 2.304 3.410
H43 -0.933 0.128 6.067
H44 -0.077 0.623 4.715
H45 -1.540 -0.263 4.408
H46 -0.954 2.584 5.465
H47 -2.582 2.169 5.132
H48 -0.512 2.643 3.287
C17 -0.371 0.464 0.774
C18 -0.964 0.207 -0.604
O9 0.056 0.597 -1.494
H49 -0.164 1.474 0.847
H50 0.582 -0.062 1.090
H51 -1.111 0.317 1.589
H52 -1.847 0.711 -0.726
H53 -1.290 -0.803 -0.697
H54 -0.128 1.470 -1.910
C19 -1.862 0.809 -3.773
O10 -1.062 1.933 -4.074
N1 -2.908 0.932 -3.025
N2 -1.792 -0.352 -4.396
H55 -2.971 1.922 -2.613
H56 -3.203 0.080 -2.563
H57 -1.009 -0.652 -5.046
H58 -2.466 -1.029 -4.299
C20 -2.031 3.575 -1.091
O11 -2.109 3.534 0.259
N3 -3.050 3.567 -1.973
N4 -0.960 3.673 -1.744
H59 -4.062 3.763 -1.525
H60 -2.774 4.005 -2.856
H61 -0.159 3.852 -1.186
H62 -0.840 3.588 -2.718
C21 -2.675 -3.211 2.021
O12 -3.246 -3.301 0.779
N5 -2.145 -4.320 2.550
N6 -2.598 -2.195 2.879
H63 -2.148 -5.204 1.866
H64 -1.954 -4.489 3.549
H65 -2.927 -1.283 2.512
H66 -2.313 -2.291 3.849
C22 1.877 2.990 3.271
O13 2.440 2.173 4.187
N7 1.962 2.712 1.951
N8 1.114 3.977 3.606
H67 2.594 1.964 1.544
H68 1.587 3.308 1.291
H69 1.120 4.099 4.624
H70 0.708 4.617 2.880
C23 3.081 -0.149 -0.003
O14 3.489 0.863 0.938
H71 2.355 -0.822 0.497
H72 3.806 -0.876 -0.277
H73 2.501 0.198 -0.871
H74 4.290 1.218 0.589

Properties
- LUMO (eV) = 0.07
- 2S+1 = 1
- max |F| (Eh/bohr) = 0.15583
- E (hartree) = -2411.95050